[1]
Computed, not measured: one molecule with the formula C6H12O, with ωB97M-V with the def2-TZVPD basis set.

Cartesian coordinates (Å):
C (1.848, 1.129, -0.055)
C (0.836, 0.056, 0.322)
C (1.296, -1.358, -0.071)
C (-0.587, 0.351, -0.491)
C (-1.690, -0.721, -0.655)
C (-1.903, 0.433, 0.252)
O (-1.892, 0.135, 1.617)
H (1.382, 2.110, 0.056)
H (2.768, 1.102, 0.546)
H (2.149, 1.003, -1.104)
H (0.577, 0.075, 1.383)
H (2.197, -1.466, -0.690)
H (0.421, -1.333, -0.701)
H (1.232, -2.158, 0.681)
H (-0.522, 1.004, -1.373)
H (-2.302, -0.786, -1.561)
H (-1.527, -1.690, -0.188)
H (-2.657, 1.171, -0.038)
H (-1.626, 0.944, 2.071)

Summary:
* SMILES: CC(C)[C@H]1C[C@H]1O
* total charge: 0
* orbital gap: 0.391 Eh

Atom-resolved charges from Mulliken, all expressed in e: -1.614 0.653 -1.042 -0.373 -0.914 -0.051 -0.549 0.389 0.380 0.358 0.350 0.321 0.252 0.277 0.350 0.248 0.294 0.345 0.326

[2]
Computed, not measured: one molecule with the formula C6H12O, with ωB97M-V with the def2-TZVPD basis set.

Cartesian coordinates (Å):
C (1.087, 1.716, -0.940)
C (-0.272, 1.097, -0.616)
C (-0.544, -0.132, -1.503)
O (-0.026, -1.232, -0.785)
C (-0.496, -1.036, 0.541)
C (0.236, -1.954, 1.494)
C (-0.300, 0.470, 0.798)
H (1.101, 2.129, -1.955)
H (1.868, 0.949, -0.877)
H (1.350, 2.519, -0.242)
H (-1.063, 1.846, -0.734)
H (-1.627, -0.264, -1.660)
H (-0.045, -0.091, -2.475)
H (-1.576, -1.272, 0.558)
H (0.037, -3.004, 1.260)
H (-0.088, -1.757, 2.522)
H (1.315, -1.778, 1.428)
H (0.662, 0.647, 1.294)
H (-1.090, 0.877, 1.436)

Summary:
* SMILES: C[C@H]1CO[C@@H](C)C1
* total charge: 0
* orbital gap: 0.400 Eh

Atom-resolved charges from Mulliken, all expressed in e: -1.620 0.570 -0.690 -0.427 0.481 -1.523 -0.946 0.391 0.348 0.386 0.383 0.289 0.369 0.274 0.350 0.367 0.348 0.334 0.314

[3]
Computed, not measured: C6H12O as an isolated structure, with ωB97M-V with the def2-TZVPD basis set.

Cartesian coordinates (Å):
C (-1.543, -0.883, 0.878)
C (-0.244, -0.114, 0.911)
C (-0.962, 1.730, 0.720)
C (0.757, -0.516, -0.065)
C (2.034, 0.015, -0.596)
C (0.923, -0.502, -1.512)
O (1.043, -1.688, -2.251)
H (-1.311, -1.907, 1.185)
H (-2.311, -0.468, 1.539)
H (-1.937, -0.921, -0.141)
H (0.176, 0.090, 1.894)
H (-1.452, 1.807, 1.692)
H (-1.691, 1.763, -0.091)
H (-0.201, 2.508, 0.620)
H (-0.004, 0.739, 0.087)
H (2.253, 1.087, -0.648)
H (2.932, -0.590, -0.474)
H (0.451, 0.251, -2.151)
H (1.088, -2.399, -1.598)

Summary:
* total charge: 0
* orbital gap: 0.289 Eh

Atom-resolved charges from Mulliken, all expressed in e: -1.259 0.745 -1.439 -0.856 -0.546 0.088 -0.508 0.372 0.396 0.295 0.348 0.422 0.338 0.398 0.121 0.239 0.228 0.299 0.320

[4]
Computed, not measured: one molecule with the formula C6H12O, with ωB97M-V with the def2-TZVPD basis set.

Cartesian coordinates (Å):
C (1.938, -0.617, 0.337)
C (1.261, 0.500, 0.631)
O (1.179, 0.959, 1.912)
C (0.371, 1.295, -0.282)
C (-1.111, 0.967, 0.028)
C (-1.371, -0.533, 0.118)
C (-0.941, -1.244, -1.171)
H (2.251, -0.868, -0.666)
H (2.244, -1.296, 1.131)
H (1.825, 0.459, 2.430)
H (0.535, 2.369, -0.147)
H (0.594, 1.044, -1.324)
H (-1.415, 1.464, 0.956)
H (-1.734, 1.370, -0.783)
H (-2.420, -0.716, 0.383)
H (-0.779, -0.956, 0.936)
H (0.062, -1.662, -0.979)
H (-1.677, -1.987, -1.500)
H (-0.812, -0.549, -2.009)

Summary:
* SMILES: C=C(O)CCCC
* total charge: 0
* orbital gap: 0.356 Eh

Atom-resolved charges from Mulliken, all expressed in e: -0.985 0.496 -0.471 -0.633 -0.852 -0.402 -0.983 0.354 0.257 0.312 0.364 0.322 0.361 0.354 0.401 0.337 0.183 0.317 0.268

[5]
Computed, not measured: one molecule with the formula C6H12O, with ωB97M-V with the def2-TZVPD basis set.

Cartesian coordinates (Å):
C (-0.723, 1.458, 1.478)
C (0.311, 1.074, 0.415)
C (0.081, -0.164, -0.519)
C (-1.352, -0.334, -0.913)
C (1.330, -0.426, -1.260)
C (0.964, -1.541, -0.330)
O (1.056, -1.617, 1.077)
H (-0.811, 0.683, 2.244)
H (-1.716, 1.646, 1.052)
H (-0.421, 2.386, 1.986)
H (1.301, 1.032, 0.879)
H (0.371, 1.925, -0.295)
H (-1.900, -0.639, -0.004)
H (-1.832, 0.585, -1.275)
H (-1.433, -1.144, -1.638)
H (2.199, 0.194, -1.096)
H (1.151, -0.722, -2.296)
H (1.291, -2.520, -0.743)
H (0.132, -1.878, 1.238)

Summary:
* SMILES: CC[C@@]1(C)C[C@H]1O
* total charge: 0
* orbital gap: 0.342 Eh

Atom-resolved charges from Mulliken, all expressed in e: -1.252 -0.645 1.018 -1.530 -0.779 -0.337 -0.548 0.306 0.304 0.365 0.336 0.339 0.316 0.336 0.425 0.286 0.283 0.395 0.382

[6]
Computed, not measured: one molecule with the formula C6H12O, with ωB97M-V with the def2-TZVPD basis set.

Cartesian coordinates (Å):
C (-0.159, 2.683, 0.430)
C (0.081, 1.416, -0.402)
C (-1.096, 0.568, 0.053)
C (0.130, -1.463, -1.419)
C (0.472, -2.063, -0.054)
C (0.418, -1.043, 1.084)
O (-0.847, -0.360, 0.948)
H (-1.182, 3.029, 0.259)
H (-0.066, 2.444, 1.494)
H (0.542, 3.485, 0.182)
H (-0.047, 1.650, -1.465)
H (1.108, 1.055, -0.262)
H (-0.782, -0.847, -1.369)
H (-0.098, -2.248, -2.142)
H (0.948, -0.854, -1.818)
H (1.471, -2.516, -0.071)
H (-0.239, -2.864, 0.175)
H (0.376, -1.533, 2.060)
H (1.261, -0.349, 1.075)

Summary:
* total charge: 0
* orbital gap: 0.326 Eh

Atom-resolved charges from Mulliken, all expressed in e: -1.255 0.013 -0.663 -1.094 -0.251 -0.488 -0.097 0.361 0.294 0.372 0.234 0.322 0.365 0.390 0.279 0.307 0.273 0.331 0.306

- total charge of number 4 (C6H12O)?
  0

- Number 6 is which compound?
  C6H12O

Repeat the third record exactly.
Computed, not measured: C6H12O as an isolated structure, with ωB97M-V with the def2-TZVPD basis set.

Cartesian coordinates (Å):
C (-1.543, -0.883, 0.878)
C (-0.244, -0.114, 0.911)
C (-0.962, 1.730, 0.720)
C (0.757, -0.516, -0.065)
C (2.034, 0.015, -0.596)
C (0.923, -0.502, -1.512)
O (1.043, -1.688, -2.251)
H (-1.311, -1.907, 1.185)
H (-2.311, -0.468, 1.539)
H (-1.937, -0.921, -0.141)
H (0.176, 0.090, 1.894)
H (-1.452, 1.807, 1.692)
H (-1.691, 1.763, -0.091)
H (-0.201, 2.508, 0.620)
H (-0.004, 0.739, 0.087)
H (2.253, 1.087, -0.648)
H (2.932, -0.590, -0.474)
H (0.451, 0.251, -2.151)
H (1.088, -2.399, -1.598)

Summary:
* total charge: 0
* orbital gap: 0.289 Eh

Atom-resolved charges from Mulliken, all expressed in e: -1.259 0.745 -1.439 -0.856 -0.546 0.088 -0.508 0.372 0.396 0.295 0.348 0.422 0.338 0.398 0.121 0.239 0.228 0.299 0.320